[1]
{"formula": "C13H14O3ReS5", "method": "ωB97M-V/def2-TZVPD", "s2": 0.86, "homo_lumo_gap_ev": [6.31, 6.53], "spin_multiplicity": 2, "homo_energy_ev": [-8.350, -8.270], "species": ["Re", "S", "S", "S", "S", "S", "O", "O", "O", "C", "C", "C", "C", "C", "C", "C", "C", "C", "C", "C", "C", "C", "H", "H", "H", "H", "H", "H", "H", "H", "H", "H", "H", "H", "H", "H"], "positions_angstrom": [[-0.4939, -0.4695, 0.7275], [0.1046, -1.3671, 4.9943], [-2.2873, 2.9744, -1.8001], [-2.2759, -0.8257, -0.3881], [-1.0419, 0.2606, 2.8031], [0.1205, 2.1580, -0.0393], [2.9814, -2.1610, -0.5402], [1.2684, -0.8677, 0.0822], [-2.1844, -1.9533, 3.9850], [0.1555, -3.4232, -1.5623], [0.4249, -2.5454, -2.7639], [-1.1100, -1.1584, 3.9315], [-0.7823, -4.4394, -1.6215], [-0.2605, -5.1097, 0.6126], [-1.1125, 2.5294, -0.9285], [-1.0145, -5.2846, -0.5364], [-3.3662, -1.8162, 3.1635], [-2.0311, -6.3984, -0.6246], [0.8625, -3.2434, -0.3689], [1.5450, -4.0010, 1.9592], [0.6971, -4.1035, 0.7140], [1.8286, -2.0979, -0.2683], [0.2350, -1.4952, -2.5452], [-1.3503, -4.5817, -2.5399], [0.9212, -3.9412, 2.8494], [-1.5348, -7.3618, -0.7734], [-3.1934, -2.2443, 2.1925], [2.1742, -4.8917, 2.0549], [-0.2107, -2.8297, -3.6041], [-2.7170, -6.2447, -1.4599], [2.2088, -3.1356, 1.9466], [-3.6622, -0.7751, 3.0585], [1.4699, -2.6302, -3.0758], [-4.1384, -2.3740, 3.6836], [-2.6172, -6.4720, 0.2946], [-0.4091, -5.7796, 1.4589]], "forces_ev_per_angstrom": [[-1.7, 0.0, -1.2], [-0.1, -0.1, -0.2], [-0.2, 0.0, -0.2], [1.4, 0.1, 1.0], [0.2, -0.4, -0.2], [0.1, -0.3, 0.2], [0.5, 0.1, 0.0], [0.1, -0.6, 0.2], [0.2, 0.2, -0.2], [0.0, 0.2, -0.2], [0.0, -0.2, 0.1], [-0.4, -0.1, 0.2], [-0.1, -0.1, -0.1], [0.0, -0.1, 0.1], [0.1, 0.0, 0.1], [-0.1, -0.1, -0.1], [0.3, 0.4, 0.4], [0.1, 0.1, 0.0], [-0.1, 0.2, 0.2], [0.0, 0.0, -0.1], [0.0, 0.0, 0.1], [-0.6, 0.5, -0.2], [0.0, 0.1, 0.1], [0.1, 0.0, 0.1], [0.0, 0.0, 0.1], [0.0, 0.1, 0.0], [0.1, -0.2, -0.4], [-0.1, 0.1, 0.0], [0.1, 0.0, 0.1], [0.0, 0.0, 0.1], [-0.1, 0.0, 0.0], [0.1, 0.1, 0.0], [-0.1, 0.0, 0.0], [0.0, 0.0, 0.1], [0.0, 0.0, -0.1], [0.0, 0.1, -0.1]]}

[2]
{"formula": "C5H9N3", "method": "ωB97M-V/def2-TZVPD", "homo_lumo_gap_ev": 9.22, "de_lowest_kcal_mol": 142.3, "homo_energy_ev": -8.602, "species": ["N", "N", "N", "C", "C", "C", "C", "C", "H", "H", "H", "H", "H", "H", "H", "H", "H"], "positions_angstrom": [[1.2314, -0.3219, -0.5202], [1.9458, 1.9707, 0.2076], [2.3686, -1.0186, -0.0442], [-0.4778, 1.2935, -0.6515], [-2.6379, 0.1995, 0.2091], [-0.1598, -1.0896, -0.2255], [1.1167, 1.1103, -0.2410], [-1.0911, 0.0751, -0.1676], [2.8329, 1.3196, 0.4841], [2.4584, -1.8978, -0.4740], [-0.6182, 2.3236, -0.6259], [-3.0801, -0.5858, -0.3526], [0.1583, -1.6397, 0.7338], [-3.0569, -0.0856, 1.2189], [-0.5320, -2.0123, -0.7233], [2.4306, -0.8371, 1.3027], [-2.8890, 1.1963, -0.1303]], "forces_ev_per_angstrom": [[-0.3, -1.8, 0.2], [1.6, -3.3, 0.4], [-0.5, 4.6, 4.7], [3.5, -5.1, 4.0], [1.9, -1.4, -0.1], [2.4, 0.8, 2.4], [-3.1, -2.2, -2.2], [-0.8, 5.1, -0.6], [-2.1, 2.1, -0.8], [0.0, -1.4, 0.2], [-1.8, 1.5, -0.1], [-1.0, -0.3, -1.2], [-1.0, 1.4, -0.4], [1.4, 0.8, -0.5], [0.7, 1.1, -1.2], [-0.2, -1.7, -5.0], [-0.6, -0.1, 0.2]]}

[3]
{"formula": "C7H15N2O", "method": "ωB97M-V/def2-TZVPD", "homo_lumo_gap_ev": 9.45, "de_lowest_kcal_mol": 89.0, "charge": 1, "homo_energy_ev": -13.448, "species": ["O", "N", "N", "C", "C", "C", "C", "C", "C", "C", "H", "H", "H", "H", "H", "H", "H", "H", "H", "H", "H", "H", "H", "H", "H"], "positions_angstrom": [[-2.8826, -1.3226, -0.3049], [-1.6242, -1.6231, 1.6287], [-0.4077, 0.3949, 0.4015], [-0.9078, -0.9380, 2.3849], [-0.1611, 0.2402, 1.7894], [-1.8010, -1.5994, 0.3145], [0.0639, -0.0360, -2.0256], [1.9463, -0.2112, -0.2881], [0.9734, 1.9277, -0.8694], [0.6249, 0.4567, -0.6527], [1.8830, -1.2914, -0.5469], [-0.2391, 1.0454, 2.6055], [-0.7874, -1.2266, 3.4875], [2.7173, 0.2166, -0.8562], [-1.0948, -2.1804, -0.3638], [0.2448, 0.8826, -2.7304], [-1.1951, 0.8457, -0.0129], [1.9197, 1.9838, -1.5221], [2.2842, 0.0464, 0.7521], [0.1305, 2.5461, -1.1483], [0.8932, -0.1180, 2.0025], [0.5933, -0.9640, -2.4444], [-3.5501, -0.8222, 0.1144], [1.2754, 2.2188, 0.1033], [-0.8991, -0.4722, -1.8187]], "forces_ev_per_angstrom": [[0.5, -0.7, -1.7], [-1.1, -1.0, -0.9], [0.3, -1.5, -0.5], [0.3, 0.2, 1.1], [1.2, 0.1, 2.2], [2.2, -1.0, 0.1], [1.9, -0.2, -0.4], [-1.0, -1.1, 1.3], [1.6, -0.4, -0.2], [1.3, 0.7, -1.1], [0.4, 0.5, 0.8], [-0.3, -0.3, -1.7], [-0.2, 0.5, -1.7], [0.9, 0.4, -1.2], [-0.8, 0.7, 1.2], [-1.3, -2.3, 0.8], [-0.8, 0.8, 0.9], [-1.9, 0.3, 0.6], [-0.4, -0.7, -0.8], [0.0, 0.1, -0.5], [-0.8, 0.5, -0.7], [-0.2, 1.5, 0.6], [-1.3, 1.0, 1.4], [0.5, 1.0, 1.0], [-1.0, 0.8, -0.8]]}

[4]
{"formula": "C3H12N2O", "method": "ωB97M-V/def2-TZVPD", "homo_lumo_gap_ev": 10.41, "de_lowest_kcal_mol": 31.3, "homo_energy_ev": -9.469, "species": ["O", "N", "N", "C", "C", "C", "H", "H", "H", "H", "H", "H", "H", "H", "H", "H", "H", "H"], "positions_angstrom": [[-0.4200, -0.1263, 0.1639], [1.0265, -2.3295, -0.8461], [-1.5564, -1.9638, 1.1944], [0.4247, 2.5961, -0.9827], [-1.5558, -0.5665, 0.9528], [1.3772, 2.6516, -0.0474], [1.5568, 3.5976, 0.4505], [0.3634, -1.5519, -0.7409], [-0.2926, 3.4070, -1.0729], [2.0264, 1.7868, 0.0484], [0.9620, -2.6635, -1.8074], [-1.4287, -2.5399, 0.3785], [-1.5768, 0.0118, 1.8800], [-0.8689, -2.1766, 1.9003], [0.1812, 0.4994, 0.5675], [0.2140, 1.7408, -1.6104], [-2.4427, -0.2656, 0.3957], [2.0097, -2.1072, -0.8241]], "forces_ev_per_angstrom": [[-0.5, -0.3, -0.4], [-0.3, -0.9, -1.1], [-0.3, 0.4, 0.8], [-0.3, 0.3, 0.7], [0.3, 0.7, -0.3], [-0.4, -0.1, -1.4], [0.1, -0.4, 0.4], [1.1, 0.0, 0.1], [0.2, 0.1, -0.2], [0.3, 0.3, 0.3], [-0.5, -0.1, 0.2], [0.1, 0.1, -0.1], [0.1, -0.3, 0.1], [0.2, -0.4, -0.2], [-0.3, 0.2, 0.5], [0.2, -0.1, 0.2], [0.0, -0.2, -0.2], [0.0, 0.8, 0.6]]}

[5]
{"formula": "C21H19CoN2O4SSbSe2Te2", "method": "ωB97M-V/def2-TZVPD", "homo_lumo_gap_ev": 6.35, "de_lowest_kcal_mol": 0.0, "charge": -1, "homo_energy_ev": -4.441, "species": ["Te", "Te", "Sb", "Se", "Se", "Co", "S", "O", "O", "O", "O", "N", "N", "C", "C", "C", "C", "C", "C", "C", "C", "C", "C", "C", "C", "C", "C", "C", "C", "C", "C", "C", "C", "C", "H", "H", "H", "H", "H", "H", "H", "H", "H", "H", "H", "H", "H", "H", "H", "H", "H", "H", "H"], "positions_angstrom": [[5.0275, -3.1569, -1.2039], [3.2725, -3.7146, -3.1749], [-0.0422, 0.1591, -0.3008], [1.4861, -2.1616, -2.2920], [4.8192, -0.6945, -1.4091], [2.5298, -0.3489, -0.9919], [2.6348, -1.3522, 1.1768], [2.9940, 1.2032, -0.0370], [2.2105, 0.7818, -2.4495], [2.2568, 2.9445, -2.9874], [3.2741, 3.3944, -0.3628], [1.4178, -3.5605, 0.3081], [2.7671, -3.7672, 2.1656], [-0.5014, 2.9591, 0.8923], [0.5909, 2.4566, 3.3895], [-1.3982, 1.0622, -1.6632], [0.1049, 3.7219, 3.0908], [-1.9332, -2.7261, 2.4301], [-2.4547, -1.7590, -0.1147], [-1.3718, -1.2528, 0.5993], [-0.9663, 1.2927, -2.9670], [-0.4324, 3.9735, 1.8386], [0.5311, 1.4460, 2.4422], [-3.2760, -2.7314, 0.4414], [-0.0347, 1.6830, 1.1914], [-1.8210, 1.8970, -3.8830], [-3.1021, 2.2648, -3.5036], [-3.0190, -3.2142, 1.7164], [-1.1119, -1.7560, 1.8724], [2.4531, 2.0427, -2.2048], [-3.5367, 2.0369, -2.2024], [-2.6863, 1.4398, -1.2849], [2.2519, -3.0012, 1.1753], [2.9681, 2.2944, -0.7571], [-0.2592, -1.3978, 2.4368], [-3.0258, 1.2708, -0.2686], [1.1783, -3.0175, -0.5444], [-1.7211, -3.1029, 3.4233], [0.1669, 4.5152, 3.8254], [-0.7857, 4.9653, 1.5858], [-3.6597, -3.9718, 2.1507], [-2.6651, -1.3947, -1.1133], [0.9630, 0.4801, 2.6756], [-3.7647, 2.7374, -4.2185], [0.0413, 1.0233, -3.2645], [-4.1159, -3.1133, -0.1259], [-0.9062, 3.1792, -0.0880], [3.5311, -3.3709, 2.6845], [1.0398, 2.2600, 4.3553], [-4.5356, 2.3298, -1.9027], [1.3764, -4.5645, 0.2342], [2.7142, -4.7695, 2.1048], [-1.4741, 2.0853, -4.8908]], "forces_ev_per_angstrom": [[0.0, 0.0, 0.0], [0.0, 0.0, 0.0], [0.3, 0.1, 0.0], [0.0, 0.6, -0.9], [0.0, 0.0, -0.2], [-0.9, -0.2, 0.4], [0.3, 0.3, -0.1], [0.0, 0.0, 0.0], [0.3, 0.2, -0.1], [0.0, 0.0, 0.0], [0.0, 0.0, 0.0], [0.4, -0.2, 1.1], [0.0, 0.1, 0.1], [0.0, 0.0, 0.0], [0.0, 0.0, 0.0], [0.0, -0.1, -0.1], [0.0, 0.0, 0.0], [0.0, 0.0, 0.0], [0.0, 0.0, 0.0], [0.0, 0.0, 0.0], [0.0, 0.0, 0.0], [0.0, 0.0, 0.0], [0.0, 0.0, 0.0], [0.0, 0.0, 0.0], [0.0, 0.0, 0.0], [0.0, 0.0, 0.0], [0.0, 0.0, 0.0], [0.0, 0.0, 0.0], [0.0, 0.0, 0.0], [0.0, 0.0, 0.0], [0.0, 0.0, 0.0], [0.0, 0.0, 0.0], [-0.4, -0.5, -0.2], [0.0, 0.0, 0.0], [0.0, 0.0, 0.0], [0.0, 0.0, 0.0], [0.0, -0.2, 0.0], [0.0, 0.0, 0.0], [0.0, 0.0, 0.0], [0.0, 0.0, 0.0], [0.0, 0.0, 0.0], [0.0, 0.0, 0.0], [0.0, 0.0, 0.0], [0.0, 0.0, 0.0], [0.0, 0.0, 0.0], [0.0, 0.0, 0.0], [0.0, 0.0, 0.0], [0.0, 0.0, 0.0], [0.0, 0.0, 0.0], [0.0, 0.0, 0.0], [0.0, 0.0, 0.0], [0.0, 0.0, 0.0], [0.0, 0.0, 0.0]]}

[6]
{"formula": "C12H33NO4S2", "method": "ωB97M-V/def2-TZVPD", "homo_lumo_gap_ev": 3.95, "de_lowest_kcal_mol": 202.5, "homo_energy_ev": -4.508, "species": ["S", "S", "O", "O", "O", "O", "N", "C", "C", "C", "C", "C", "C", "C", "C", "C", "C", "C", "C", "H", "H", "H", "H", "H", "H", "H", "H", "H", "H", "H", "H", "H", "H", "H", "H", "H", "H", "H", "H", "H", "H", "H", "H", "H", "H", "H", "H", "H", "H", "H", "H", "H"], "positions_angstrom": [[13.1055, -66.1828, 14.6680], [6.6341, -68.2210, 12.9943], [13.7476, -65.4097, 15.8927], [8.8281, -71.7720, 9.8155], [8.1771, -67.5324, 12.7941], [6.4068, -69.6762, 12.8206], [12.3076, -69.9856, 10.6905], [7.7200, -72.2332, 10.5996], [11.6271, -68.9255, 11.5646], [14.4514, -68.5632, 10.2652], [11.4148, -65.6584, 14.7278], [10.0374, -71.4384, 10.5536], [11.2700, -70.7481, 9.7201], [13.2051, -69.3827, 9.6767], [5.2145, -67.3715, 13.7176], [12.9746, -70.9777, 11.5469], [12.7714, -67.7536, 15.3478], [7.8622, -68.0875, 14.3086], [10.6285, -68.1092, 10.9514], [9.6070, -68.5264, 10.6755], [14.2275, -67.5927, 10.8391], [11.5970, -71.5965, 9.0275], [12.1932, -71.3922, 12.1920], [13.6766, -68.4071, 15.2914], [12.1735, -68.1984, 14.7166], [10.2120, -67.0854, 11.5172], [10.1032, -72.1885, 11.3594], [13.6482, -71.6383, 10.8217], [5.0008, -67.9675, 14.6056], [10.7377, -70.0725, 9.1599], [12.3526, -68.1670, 12.0927], [11.1039, -69.6719, 12.2442], [13.3816, -70.2397, 12.0938], [12.6610, -68.7166, 8.9927], [14.9759, -68.1143, 9.4264], [11.0771, -67.5541, 10.2214], [12.4475, -67.7718, 16.4107], [7.0080, -72.5996, 9.9208], [13.6653, -70.0294, 8.9094], [11.5244, -64.6456, 14.5879], [10.9192, -66.0284, 13.6375], [7.6137, -68.8070, 15.3813], [7.9488, -66.9067, 14.5597], [9.1255, -67.5429, 12.7339], [5.3438, -66.2045, 13.8655], [9.7203, -70.7969, 11.2725], [15.1335, -69.2683, 10.6696], [7.9976, -73.1344, 10.9757], [4.3897, -67.3643, 13.0363], [7.5937, -71.5164, 11.4559], [10.6607, -65.6444, 15.5308], [8.8987, -68.3979, 13.9787]], "forces_ev_per_angstrom": [[0.7, 2.1, 4.9], [-4.5, -1.0, -1.4], [-0.7, -1.4, -3.1], [2.2, 0.8, -1.6], [6.5, 6.4, -10.3], [-0.7, -1.7, 0.7], [-2.1, -1.1, -4.7], [2.1, 2.5, 0.9], [0.2, -1.5, 3.3], [-1.9, 1.3, -0.8], [-2.3, -1.3, -3.9], [-1.0, -1.2, -0.2], [-1.9, -3.8, 2.6], [2.6, 2.6, -0.7], [-0.7, 1.6, 2.0], [-0.6, -1.6, -2.9], [4.2, -0.4, 3.3], [-0.6, 0.0, 7.0], [-4.7, 3.0, 0.4], [1.6, 0.1, 0.1], [0.1, -2.0, -0.1], [0.9, 1.5, 1.2], [0.4, -0.8, -0.5], [-0.2, 0.8, 0.2], [-3.9, -2.4, -3.0], [1.4, -2.9, -0.4], [1.7, -1.3, -1.0], [-1.5, 1.2, 2.3], [-0.6, 0.6, 0.6], [-0.7, 2.0, -1.4], [-0.6, -2.3, -0.9], [0.8, 1.5, 0.2], [3.3, 1.2, 2.9], [-0.5, 0.0, 0.8], [0.0, -0.3, -0.5], [0.9, 1.1, -3.0], [-0.1, 0.5, -0.9], [-1.7, 1.0, -0.9], [-0.5, -0.9, 1.0], [0.4, 2.7, -0.7], [1.0, 0.8, 3.0], [0.0, 1.5, -1.6], [-0.6, -3.0, 1.1], [1.7, 0.3, -0.1], [0.5, -2.5, 0.2], [-1.1, 3.5, 1.7], [0.6, -0.2, 1.1], [1.2, -2.9, 1.9], [-0.5, -0.7, -0.7], [-1.2, -0.5, -1.1], [0.9, -1.3, 0.2], [-0.5, -1.7, 2.8]]}